Molecular formula: CHClN4
Method: DFT, the ωB97M-V functional and the def2-TZVPD basis

## Properties
Energy above the lowest of the compared OMol25 structures with the same formula, charge and spin (eV): 2.400
Orbital gap (alpha / beta) (hartree): 0.2620 / 0.2620
E (eV): -19530.5471

Atoms and positions in Å:
C -0.383 -0.171 -0.133
N -0.707 -1.493 -0.068
N -1.484 0.554 0.003
N -1.994 -1.586 0.032
N -2.344 -0.365 0.097
Cl -4.651 0.332 -0.097
H 0.621 0.300 -0.257